No. 1
# C9H13N2O

A cluster of 2 separate species, C9H13N2O in total in a non-equilibrium geometry (ωB97M-V with the def2-TZVPD basis set, OMol25).

```
25
Properties=species:S:1:pos:R:3:lowdin_charge:R:1
O -0.76 1.84 1.07 0.06
N 1.55 2.20 0.19 0.20
N 1.46 -1.08 -0.98 -0.02
C -0.81 1.28 2.40 -0.13
C -0.80 -1.51 -1.02 -0.10
C 0.26 -0.61 -0.68 -0.04
C 0.25 2.03 0.34 -0.30
C 1.77 -2.09 -1.73 -0.10
C -0.53 -2.76 -1.43 -0.05
C 0.74 -3.00 -2.00 -0.02
C 0.69 2.65 -0.88 -0.01
C -2.12 0.52 2.34 -0.03
H -2.93 1.09 2.04 0.06
H 2.80 -2.20 -2.26 0.17
H -2.42 -0.07 3.31 0.15
H -0.67 2.18 3.05 0.15
H 0.90 -3.93 -2.50 0.10
H -1.88 -0.15 1.61 0.02
H -1.26 -3.46 -1.67 0.09
H 0.36 3.69 -1.01 0.13
H -0.05 0.48 2.40 0.13
H -1.81 -1.23 -0.75 0.09
H 2.25 -0.55 -0.57 0.15
H 2.40 2.54 0.60 0.16
H 0.64 2.14 -1.88 0.14
```

Summary:
Net charge: +1
Spin multiplicity: 1
Energy relative to the best compared isomer or geometry (same formula, charge and spin), kJ/mol: 616.9

---

No. 2
# C9H13N2OP

A cluster of 2 separate species, C9H13N2OP in total in a non-equilibrium geometry (ωB97M-V with the def2-TZVPD basis set, OMol25).

```
26
Properties=species:S:1:pos:R:3:lowdin_charge:R:1
P 1.03 0.15 -1.04 0.88
O -0.41 -0.69 -0.88 -0.27
N 3.74 1.10 1.47 0.01
N 0.91 1.07 -2.45 -0.24
C -1.39 -0.50 0.01 -0.35
C 0.30 1.90 -3.20 -0.08
C -2.14 0.51 2.09 -0.11
C -3.37 -0.05 1.86 -0.10
C 3.12 0.12 1.96 -0.19
C 2.00 -1.32 -1.66 -0.25
C -1.22 0.35 1.12 -0.07
C -2.62 -1.12 -0.17 -0.02
C -3.57 -0.80 0.73 -0.12
H -1.92 1.21 2.89 0.11
H 1.99 0.27 2.04 0.06
H -4.21 0.10 2.57 0.11
H -0.70 2.20 -3.25 0.04
H -0.26 0.87 1.31 0.08
H 4.77 1.04 1.76 0.07
H -2.83 -1.76 -1.06 0.14
H 2.60 -1.62 -0.71 0.04
H 1.02 2.24 -4.00 0.08
H 2.79 -1.15 -2.50 0.07
H -4.47 -1.30 0.57 0.09
H 1.41 -2.11 -1.97 -0.01
H 3.44 -0.71 2.50 0.03
```

Summary:
Spin multiplicity: 1
Energy relative to the best compared isomer or geometry (same formula, charge and spin), kJ/mol: 156.3
SMILES: C=NP(C)Oc1ccccc1.C=N

---

| no. | DFT total energy (hartree) | highest occupied orbital energy (eV) |
| --- | --- | --- |
| 1 | -535.0520 | -11.8 |
| 2 | -876.7534 | -8.4 |